No. 1
{
  "formula": "C34H29N3O3",
  "method": "ωB97M-V/def2-TZVPD",
  "de_lowest_kj_mol": 39.53,
  "e_homo_ev": -7.03,
  "total_energy_ha": -1703.105562,
  "spin_multiplicity": 1,
  "smiles": "CNC(=O)[C@H](Cc1c[nH]c2ccccc12)NC(C)=O.Oc1ccc2ccc3c4ccccc4cc4ccc1c2c43",
  "charge": 0,
  "max_force_ev_per_a": 3.4,
  "orbital_gap_ev": 6.47,
  "species": ["C", "N", "C", "O", "C", "C", "C", "C", "N", "C", "C", "C", "C", "C", "C", "N", "C", "C", "O", "H", "H", "H", "H", "H", "H", "H", "H", "H", "H", "H", "H", "H", "H", "H", "H", "H", "O", "C", "C", "C", "C", "C", "C", "C", "C", "C", "C", "C", "C", "C", "C", "C", "C", "C", "C", "C", "C", "H", "H", "H", "H", "H", "H", "H", "H", "H", "H", "H", "H"],
  "coordinates": [[3.5655, 5.4799, 2.9911], [2.2358, 5.0119, 2.6066], [1.1942, 5.8151, 2.3543], [1.2841, 7.0335, 2.4731], [-0.1475, 5.1358, 1.9924], [-0.1331, 4.3611, 0.6589], [0.9020, 3.2863, 0.5321], [0.7821, 2.0189, 0.9846], [1.9434, 1.3195, 0.7183], [2.8797, 2.1122, 0.0878], [4.1834, 1.8756, -0.3708], [4.8921, 2.9253, -0.9804], [4.2942, 4.1915, -1.1160], [2.9839, 4.4170, -0.6521], [2.2416, 3.3813, -0.0451], [-1.3093, 6.0443, 2.0528], [-1.5149, 7.1060, 1.2655], [-2.6088, 8.0522, 1.7036], [-0.9041, 7.3310, 0.2301], [4.2465, 4.6346, 3.0944], [3.9516, 6.1583, 2.2275], [3.5078, 6.0192, 3.9381], [2.1167, 4.0262, 2.4259], [-0.3009, 4.3874, 2.7677], [-1.1150, 3.9131, 0.4991], [0.0389, 5.0606, -0.1586], [-0.0974, 1.6226, 1.4757], [2.0743, 0.3435, 0.9471], [4.6358, 0.9023, -0.2567], [5.8977, 2.7628, -1.3437], [4.8436, 4.9982, -1.5822], [2.5339, 5.3951, -0.7578], [-1.8944, 5.9827, 2.8677], [-2.7407, 8.8143, 0.9366], [-3.5386, 7.5047, 1.8383], [-2.3111, 8.5274, 2.6361], [-0.5022, -7.9744, -5.2805], [-1.0268, -7.7710, -4.0300], [-1.6855, -8.8292, -3.3996], [-2.2356, -8.6650, -2.1269], [-2.1330, -7.4358, -1.4683], [-2.6852, -7.2682, -0.1981], [-2.5804, -6.0454, 0.4658], [-1.9204, -4.9431, -0.1184], [-1.7974, -3.6841, 0.5342], [-2.3051, -3.4290, 1.8290], [-2.1721, -2.1739, 2.4293], [-1.5325, -1.1382, 1.7521], [-1.0156, -1.3626, 0.4752], [-1.1373, -2.6211, -0.1324], [-0.6012, -2.8140, -1.4078], [-0.7060, -4.0460, -2.0519], [-0.1604, -4.2179, -3.3292], [-0.2626, -5.4444, -3.9861], [-0.9149, -6.5277, -3.3792], [-1.4706, -6.3577, -2.0878], [-1.3668, -5.1153, -1.4153], [-0.7081, -8.8688, -5.5906], [-1.7751, -9.7899, -3.8933], [-2.7450, -9.4966, -1.6490], [-3.2032, -8.0916, 0.2841], [-3.0347, -5.9887, 1.4464], [-2.8141, -4.1895, 2.4068], [-2.5730, -2.0055, 3.4246], [-1.4452, -0.1630, 2.2191], [-0.5225, -0.5538, -0.0553], [-0.0958, -1.9951, -1.9093], [0.3475, -3.3948, -3.8218], [0.1679, -5.5501, -4.9776]],
  "atomic_forces_ev_per_a": [[-0.5, 0.3, -0.2], [0.3, -1.2, 0.2], [-0.3, 1.9, 0.1], [-0.2, -0.6, 0.0], [-0.3, -0.1, -0.2], [0.5, 0.2, -0.6], [0.8, 0.4, -0.1], [0.3, 0.1, -0.2], [0.1, -1.4, 0.4], [-0.9, 1.1, 0.0], [0.2, 0.5, -0.2], [-1.0, -0.4, 0.6], [-1.0, -0.3, 0.5], [0.4, -0.3, -0.1], [0.7, 0.1, -0.4], [0.9, -1.3, 0.9], [0.2, 1.4, -1.7], [0.1, -0.1, 0.0], [0.1, -0.4, 0.4], [-0.2, 0.0, -0.1], [0.0, 0.0, 0.1], [0.1, 0.0, -0.1], [0.1, 0.1, 0.0], [-0.2, 0.0, 0.2], [-0.1, 0.1, 0.1], [-0.2, 0.2, 0.1], [0.3, -0.4, -0.1], [0.0, 0.3, -0.1], [0.1, -0.1, 0.0], [0.0, -0.1, 0.0], [0.0, 0.0, 0.0], [0.0, 0.1, 0.0], [0.2, 0.0, 0.1], [0.0, -0.1, 0.1], [-0.2, 0.1, 0.2], [-0.1, 0.0, 0.1], [0.1, 0.5, 0.2], [-0.3, -0.5, 0.3], [-0.4, 0.2, 0.9], [0.4, -0.2, -1.1], [0.1, -0.6, -0.5], [-0.2, 1.9, 1.8], [-0.5, -2.1, -0.4], [0.3, -0.2, -0.7], [-0.1, 0.3, 0.4], [0.0, 1.1, 0.7], [-0.3, -1.3, -0.3], [0.7, 0.2, -1.3], [-0.5, 0.7, 1.6], [0.1, 0.0, -0.1], [0.0, -1.0, -0.7], [0.1, 1.9, 1.1], [0.4, -2.3, -2.5], [0.9, 3.0, 0.2], [-0.2, -1.1, -0.3], [-0.1, -0.4, -0.1], [-0.5, -0.3, 0.8], [0.0, 0.3, 0.3], [0.0, 0.0, -0.1], [0.1, 0.1, 0.0], [0.1, 0.1, -0.1], [0.1, 0.2, 0.0], [0.1, -0.1, -0.2], [0.0, -0.1, -0.1], [0.0, -0.1, -0.1], [0.0, -0.1, 0.0], [0.0, 0.0, 0.0], [-0.1, 0.0, 0.1], [-0.1, -0.1, 0.2]]
}



No. 2
{
  "formula": "C4H5NO",
  "method": "ωB97M-V/def2-TZVPD",
  "de_lowest_kj_mol": 94.54,
  "e_homo_ev": -11.12,
  "total_energy_ha": -285.378577,
  "spin_multiplicity": 1,
  "smiles": "CCC(=O)C#N",
  "charge": 0,
  "max_force_ev_per_a": 1.0,
  "orbital_gap_ev": 10.75,
  "species": ["C", "C", "C", "O", "C", "N", "H", "H", "H", "H", "H"],
  "coordinates": [[1.0220, -0.0454, 0.6870], [0.4481, 0.3464, -0.6859], [-1.0071, -0.0586, -0.8405], [-1.6173, -0.1377, -1.8754], [-1.6864, -0.3660, 0.4509], [-2.0781, -0.6134, 1.5099], [0.2088, -0.3603, 1.3598], [1.5317, 0.7866, 1.1801], [1.7103, -0.8908, 0.6056], [0.9906, -0.0924, -1.5316], [0.4773, 1.4314, -0.8600]],
  "atomic_forces_ev_per_a": [[0.0, -0.1, 0.2], [-0.1, -0.1, 0.1], [-0.2, 0.0, -0.5], [0.4, 0.1, 0.5], [-0.5, -0.2, 0.8], [0.0, 0.2, -1.0], [0.7, 0.2, -0.2], [0.0, -0.2, -0.2], [0.0, 0.2, 0.0], [-0.1, 0.0, 0.2], [-0.1, -0.2, 0.1]]
}



No. 3
{
  "formula": "C27H36Cl2O16",
  "method": "ωB97M-V/def2-TZVPD",
  "e_homo_ev": -9.66,
  "total_energy_ha": -3174.677879,
  "spin_multiplicity": 1,
  "smiles": "COCCCCCCCC1=C(/C(Cl)=C(\\C)Cl)C(=O)OC1=O.O=C1OCCO1.O=C1OCCO1.O=C1OCCO1.O=C1OCCO1",
  "charge": 0,
  "max_force_ev_per_a": 0.5,
  "orbital_gap_ev": 8.51,
  "species": ["C", "O", "C", "C", "C", "C", "C", "C", "C", "C", "C", "C", "Cl", "C", "C", "Cl", "C", "O", "O", "C", "O", "H", "H", "H", "H", "H", "H", "H", "H", "H", "H", "H", "H", "H", "H", "H", "H", "H", "H", "H", "H", "O", "C", "O", "C", "C", "O", "H", "H", "H", "H", "O", "C", "O", "C", "C", "O", "H", "H", "H", "H", "O", "C", "O", "C", "C", "O", "H", "H", "H", "H", "O", "C", "O", "C", "C", "O", "H", "H", "H", "H"],
  "coordinates": [[-2.5694, -3.4085, 7.3249], [-2.2247, -3.2207, 5.9715], [-1.5231, -4.3113, 5.3976], [-0.3673, -3.7973, 4.5500], [-0.7994, -2.7562, 3.5069], [-0.9384, -3.3366, 2.0974], [-1.6528, -2.3799, 1.1254], [-0.9644, -2.1517, -0.2279], [0.5466, -1.8453, -0.1277], [0.9591, -0.5306, -0.6874], [0.6090, 0.1285, -1.7971], [-0.3077, -0.3204, -2.8553], [0.1758, -1.7787, -3.6463], [-1.4363, 0.3148, -3.1329], [-1.9049, 1.5343, -2.3911], [-2.5027, -0.2932, -4.3468], [1.3533, 1.4228, -1.8205], [1.2021, 2.3906, -2.4928], [2.3020, 1.3774, -0.8070], [1.9580, 0.3254, 0.0270], [2.3937, 0.2180, 1.1231], [-1.6900, -3.6603, 7.9293], [-2.9882, -2.4695, 7.6855], [-3.3197, -4.1996, 7.4459], [-1.1378, -4.9639, 6.1899], [-2.2132, -4.9074, 4.7856], [0.1053, -4.6481, 4.0475], [0.3833, -3.3678, 5.2191], [-0.1066, -1.9089, 3.4925], [-1.7690, -2.3379, 3.7935], [-1.5134, -4.2663, 2.1754], [0.0466, -3.6275, 1.7196], [-2.6485, -2.7807, 0.9198], [-1.8063, -1.4083, 1.6062], [-1.1349, -3.0061, -0.8863], [-1.4612, -1.3050, -0.7104], [1.1241, -2.6077, -0.6639], [0.8983, -1.8754, 0.9056], [-2.0080, 1.3173, -1.3258], [-1.2186, 2.3712, -2.5291], [-2.8869, 1.8295, -2.7557], [-8.4833, 1.3645, -7.3162], [-7.3631, 1.0894, -7.0414], [-6.2686, 1.7160, -7.5400], [-5.1186, 1.2692, -6.8172], [-5.5783, -0.0750, -6.2839], [-6.9928, 0.1068, -6.1861], [-4.2643, 1.2100, -7.4858], [-4.9077, 1.9808, -6.0169], [-5.3762, -0.8888, -6.9827], [-5.1649, -0.3182, -5.3099], [5.4286, 5.8986, 2.3465], [5.3237, 5.0533, 1.5176], [4.1749, 4.7339, 0.8810], [4.4821, 3.8403, -0.1985], [5.7934, 3.2338, 0.2557], [6.3403, 4.2744, 1.0797], [3.6938, 3.1072, -0.3192], [4.5884, 4.4245, -1.1144], [5.6429, 2.3435, 0.8673], [6.4774, 3.0023, -0.5546], [6.5287, 0.3639, -0.8260], [7.6277, 0.2257, -0.3953], [8.7052, 0.9325, -0.8047], [9.7873, 0.6788, 0.0991], [9.4002, -0.6669, 0.6866], [7.9723, -0.6424, 0.5802], [10.7246, 0.6682, -0.4493], [9.8074, 1.4711, 0.8486], [9.7789, -1.5031, 0.0973], [9.6851, -0.7924, 1.7270], [-5.4447, -0.0013, -0.9921], [-5.3176, 0.9782, -0.3351], [-4.1261, 1.4571, 0.1031], [-4.3304, 2.7645, 0.6494], [-5.8028, 2.7242, 1.0188], [-6.3239, 1.7789, 0.0784], [-3.6658, 2.9150, 1.4953], [-4.1162, 3.5051, -0.1233], [-5.9681, 2.3423, 2.0272], [-6.3134, 3.6752, 0.8987]],
  "atomic_forces_ev_per_a": [[-0.1, 0.0, 0.0], [0.2, 0.1, 0.1], [0.0, -0.1, -0.1], [0.0, 0.2, 0.1], [-0.2, 0.0, -0.1], [-0.1, -0.1, 0.1], [0.1, -0.1, -0.1], [-0.1, 0.1, 0.0], [0.0, 0.0, -0.1], [0.1, 0.1, 0.0], [0.0, -0.1, 0.1], [0.2, 0.0, 0.1], [0.0, -0.1, 0.0], [-0.3, 0.2, 0.0], [-0.2, 0.1, -0.1], [0.0, 0.0, -0.1], [0.1, 0.0, 0.0], [0.2, -0.2, -0.2], [-0.5, 0.2, 0.2], [0.1, 0.0, -0.2], [0.2, -0.1, 0.1], [0.0, 0.0, 0.0], [0.0, 0.0, 0.0], [0.0, 0.0, 0.0], [0.0, 0.0, -0.1], [0.0, 0.0, 0.0], [0.0, 0.0, 0.1], [-0.1, 0.0, 0.0], [0.0, -0.1, 0.0], [0.1, 0.0, 0.1], [0.1, 0.0, -0.1], [0.0, 0.0, 0.0], [0.0, 0.2, 0.0], [0.1, 0.0, 0.0], [0.1, 0.0, 0.1], [0.0, -0.1, 0.0], [0.0, 0.0, 0.1], [0.0, 0.0, 0.0], [0.1, 0.0, 0.0], [0.0, -0.1, 0.0], [0.0, 0.0, 0.0], [0.0, 0.0, 0.0], [0.0, 0.0, 0.0], [0.0, 0.0, 0.0], [0.1, 0.0, 0.0], [0.1, 0.0, 0.0], [0.0, 0.0, 0.0], [-0.1, 0.0, -0.1], [0.0, 0.0, 0.0], [0.0, 0.0, 0.0], [-0.1, 0.0, 0.1], [0.0, 0.0, 0.0], [0.0, 0.0, 0.0], [0.0, 0.0, 0.0], [0.1, -0.1, -0.1], [0.0, -0.1, 0.0], [0.0, 0.0, 0.0], [-0.1, 0.1, 0.1], [0.0, 0.0, 0.0], [0.0, 0.0, 0.0], [0.0, 0.1, 0.0], [0.0, -0.1, 0.0], [0.0, 0.0, 0.0], [0.0, 0.0, 0.0], [0.0, 0.0, 0.1], [0.1, 0.0, 0.0], [0.0, 0.0, 0.0], [0.0, 0.0, -0.1], [0.0, 0.0, 0.0], [0.0, 0.0, 0.0], [-0.1, 0.0, 0.0], [0.0, 0.0, 0.0], [0.0, 0.0, 0.0], [0.1, 0.0, 0.0], [0.0, 0.1, 0.0], [0.0, 0.0, 0.1], [0.0, 0.0, 0.0], [0.0, -0.1, 0.0], [0.0, 0.0, 0.0], [0.0, 0.0, 0.0], [0.0, 0.0, -0.1]]
}



No. 4
{
  "formula": "C3H5N2O2S2",
  "method": "ωB97M-V/def2-TZVPD",
  "de_lowest_kj_mol": 74.14,
  "e_homo_ev": -13.86,
  "total_energy_ha": -1173.359722,
  "spin_multiplicity": 1,
  "smiles": "[NH2+]=C1CS(=O)(=O)C(=S)N1",
  "charge": 1,
  "max_force_ev_per_a": 3.6,
  "orbital_gap_ev": 8.08,
  "species": ["N", "C", "C", "S", "O", "O", "C", "S", "N", "H", "H", "H", "H", "H"],
  "coordinates": [[2.0834, 0.6233, -0.1839], [0.8324, 0.3292, 0.0692], [0.4221, -1.0712, -0.0019], [-1.5001, -0.9683, -0.0181], [-1.9575, -1.5506, 1.2389], [-1.9857, -1.4111, -1.2991], [-1.5032, 0.8719, 0.0417], [-2.7264, 1.8695, -0.0921], [-0.1647, 1.2166, 0.1027], [2.8161, -0.1311, -0.1118], [2.5611, 1.5030, -0.1280], [0.7116, -1.7663, -0.7659], [0.3080, -1.6669, 0.8904], [0.1029, 2.1521, 0.2579]],
  "atomic_forces_ev_per_a": [[1.9, -1.4, 0.9], [0.2, -0.9, -1.4], [-3.4, -0.8, 0.8], [-0.3, -1.4, 0.0], [0.7, 1.2, -1.8], [0.2, 0.5, 1.0], [-0.7, -0.4, -0.2], [0.1, -0.3, 0.2], [1.6, -0.5, 0.7], [-1.5, 0.7, -0.2], [-0.6, 0.9, -0.1], [0.6, 0.4, -0.8], [1.3, 0.2, 1.0], [-0.1, 1.6, -0.1]]
}